{"formula": "H24O12", "method": "wB97M-V/def2-TZVPD", "species": ["H", "H", "H", "H", "H", "H", "H", "H", "H", "H", "H", "H", "H", "H", "H", "H", "H", "H", "H", "H", "H", "H", "H", "H", "O", "O", "O", "O", "O", "O", "O", "O", "O", "O", "O", "O"], "coordinates": [[-0.030, 0.699, 0.115], [0.594, -0.312, 1.063], [2.391, 2.055, 1.435], [2.063, 1.814, -0.029], [-2.550, -1.269, 3.087], [-2.148, -0.434, 1.882], [1.112, -2.789, 0.534], [2.325, -1.881, 0.659], [2.030, 0.075, -2.583], [0.849, 1.032, -2.573], [-2.872, -1.099, -2.561], [-4.196, -0.406, -2.284], [1.775, 5.835, 0.190], [0.773, 4.815, -0.327], [-0.779, 0.858, 4.644], [-1.190, 1.951, 3.671], [-0.067, -1.957, -2.475], [1.382, -1.896, -2.019], [-0.849, -2.751, 0.565], [-0.798, -1.521, -0.326], [-4.093, 0.889, -0.164], [-4.705, -0.479, -0.416], [4.464, -2.404, 1.704], [3.731, -3.048, 0.539], [-0.117, -0.211, 0.421], [2.743, 2.181, 0.547], [-2.396, -1.330, 2.138], [1.425, -1.903, 0.316], [1.379, 0.486, -3.164], [-3.249, -0.327, -2.123], [1.109, 5.703, -0.495], [-0.775, 1.082, 3.706], [0.733, -1.425, -2.554], [-0.302, -1.985, 0.358], [-4.914, 0.462, -0.432], [4.462, -2.454, 0.742]], "forces_ev_per_angstrom": [[0.07, 0.80, 0.05], [-0.15, -0.26, -0.13], [0.07, 0.01, -0.01], [0.16, -0.02, -0.06], [-0.02, 0.03, -0.13], [0.35, -0.12, -0.03], [0.77, 0.38, -0.16], [1.31, 0.27, -0.16], [-0.22, 0.23, -0.26], [0.03, -0.10, -0.16], [0.13, 0.13, -0.12], [0.06, 0.34, -0.03], [-0.01, -0.01, -0.11], [0.08, 0.09, -0.07], [0.04, -0.02, -0.07], [0.03, -0.04, -0.03], [0.13, -0.29, 0.08], [-0.18, -0.23, 0.38], [-0.87, -0.64, 0.27], [-0.30, -0.66, 0.21], [-0.07, -0.14, -0.18], [0.10, 0.19, 0.30], [0.14, 0.00, -0.03], [0.23, -0.12, -0.12], [0.35, 8.91, 0.34], [-0.25, 0.01, 0.09], [-0.40, -0.02, 0.30], [9.98, -0.99, 0.60], [1.29, 3.10, -0.64], [0.42, -0.67, -0.47], [-0.04, -0.08, 0.18], [-0.08, 0.09, 0.08], [-1.13, -2.68, 0.50], [-11.28, -7.58, -1.11], [-0.61, 0.15, 0.51], [-0.13, -0.04, 0.18]], "e_homo_ha": -0.347, "e_above_lowest_kcal_mol": 227.0, "max_force_ha_per_bohr": 0.265, "e_lumo_ha": -0.0092, "gap_ev": 9.19}

=====

{"formula": "C4H4N2S", "method": "wB97M-V/def2-TZVPD", "species": ["C", "C", "C", "C", "H", "H", "H", "H", "N", "N", "S"], "coordinates": [[1.044, -0.519, 0.626], [-0.212, 1.307, -0.510], [-1.289, 0.734, 0.373], [-2.320, -0.323, -0.012], [0.840, -1.364, 1.234], [-0.267, 2.459, -0.449], [-0.028, 0.892, -1.506], [-1.811, 1.438, 1.004], [0.096, 0.487, 0.589], [-3.104, -1.144, -0.414], [2.436, -0.376, -0.273]], "forces_ev_per_angstrom": [[0.53, 1.65, -1.78], [-1.24, 2.01, -0.96], [-2.25, -1.87, -0.41], [-1.83, -3.03, -2.26], [-0.35, -0.53, 0.67], [0.98, -1.94, 0.05], [-0.08, 0.08, 0.34], [0.41, 0.10, 0.50], [1.21, -0.20, 0.77], [3.76, 4.06, 2.19], [-1.16, -0.34, 0.92]], "e_homo_ha": -0.334, "smiles": "N#C[C@@H]1CN1C=S", "e_above_lowest_kcal_mol": 67.8, "max_force_ha_per_bohr": 0.116, "e_lumo_ha": -0.0061, "gap_ev": 8.93}

=====

{"formula": "C31H67N7O6SSi", "method": "wB97M-V/def2-TZVPD", "species": ["C", "C", "Si", "C", "C", "C", "C", "C", "C", "C", "C", "C", "C", "N", "C", "S", "H", "H", "H", "H", "H", "H", "H", "H", "H", "H", "H", "H", "H", "H", "H", "H", "H", "H", "H", "H", "H", "H", "H", "H", "H", "C", "C", "O", "N", "C", "H", "H", "H", "H", "H", "H", "H", "C", "C", "O", "N", "C", "H", "H", "H", "H", "H", "H", "H", "C", "C", "O", "N", "C", "H", "H", "H", "H", "H", "H", "H", "C", "C", "O", "N", "C", "H", "H", "H", "H", "H", "H", "H", "C", "C", "O", "N", "C", "H", "H", "H", "H", "H", "H", "H", "C", "C", "O", "N", "C", "H", "H", "H", "H", "H", "H", "H"], "coordinates": [[0.932, -0.474, 0.014], [1.925, -0.574, -0.884], [1.450, -0.793, -2.654], [-0.007, 0.332, -2.921], [0.239, 1.737, -2.324], [-1.082, 2.421, -1.953], [-1.895, 2.858, -3.165], [-3.162, 3.644, -2.811], [-4.051, 2.924, -1.789], [-4.459, 1.543, -2.336], [-5.926, 1.131, -2.150], [-6.099, -0.372, -2.460], [-6.238, -1.251, -1.209], [2.754, -0.297, -3.763], [2.711, -0.611, -4.919], [2.655, -1.021, -6.429], [0.041, -1.101, -0.020], [0.923, 0.294, 0.782], [2.958, -0.480, -0.546], [1.118, -2.190, -3.031], [-0.878, -0.140, -2.452], [-0.208, 0.424, -3.991], [0.730, 2.381, -3.061], [0.863, 1.713, -1.434], [-1.667, 1.697, -1.376], [-0.889, 3.277, -1.300], [-1.263, 3.484, -3.803], [-2.156, 1.985, -3.768], [-3.745, 3.758, -3.730], [-2.867, 4.630, -2.442], [-3.521, 2.828, -0.841], [-4.953, 3.508, -1.581], [-3.848, 0.760, -1.877], [-4.280, 1.526, -3.414], [-6.292, 1.352, -1.147], [-6.516, 1.692, -2.880], [-6.951, -0.514, -3.127], [-5.217, -0.694, -3.020], [-6.663, -0.684, -0.381], [-5.263, -1.611, -0.879], [-6.859, -2.125, -1.405], [-0.401, 2.003, 2.918], [0.787, 2.748, 2.351], [1.005, 2.782, 1.151], [1.608, 3.385, 3.226], [1.500, 3.453, 4.668], [-0.948, 1.562, 2.090], [-0.081, 1.212, 3.598], [-1.065, 2.678, 3.460], [2.377, 3.863, 2.785], [1.397, 4.486, 5.003], [2.383, 3.024, 5.146], [0.630, 2.899, 5.005], [-6.153, 0.641, 2.993], [-5.702, 1.585, 1.901], [-4.964, 1.224, 1.001], [-6.155, 2.866, 1.949], [-7.033, 3.472, 2.927], [-5.706, -0.329, 2.800], [-5.835, 0.993, 3.975], [-7.239, 0.537, 3.000], [-5.817, 3.439, 1.191], [-7.943, 3.847, 2.454], [-6.541, 4.307, 3.429], [-7.317, 2.743, 3.679], [-1.059, -6.429, -2.276], [-0.563, -6.369, -0.850], [-0.893, -7.195, -0.013], [0.277, -5.354, -0.524], [0.804, -4.294, -1.359], [-1.712, -7.291, -2.368], [-1.616, -5.528, -2.535], [-0.229, -6.533, -2.976], [0.565, -5.369, 0.441], [1.895, -4.336, -1.389], [0.523, -3.318, -0.963], [0.429, -4.380, -2.373], [6.261, 0.505, 1.428], [5.651, -0.868, 1.256], [4.756, -1.074, 0.452], [6.135, -1.873, 2.029], [7.184, -1.816, 3.025], [5.760, 1.179, 0.740], [6.126, 0.869, 2.448], [7.328, 0.492, 1.204], [5.688, -2.762, 1.864], [8.005, -2.485, 2.763], [6.805, -2.110, 4.005], [7.577, -0.807, 3.099], [2.690, -6.398, 3.969], [3.925, -6.916, 3.264], [5.008, -6.968, 3.822], [3.781, -7.319, 1.974], [2.582, -7.310, 1.159], [2.976, -6.121, 4.979], [2.283, -5.524, 3.460], [1.912, -7.162, 4.014], [4.636, -7.657, 1.559], [2.324, -8.313, 0.819], [2.732, -6.675, 0.284], [1.741, -6.923, 1.726], [2.283, 4.762, -0.897], [2.639, 5.900, -1.824], [1.800, 6.656, -2.281], [3.956, 6.057, -2.141], [5.082, 5.260, -1.705], [1.209, 4.757, -0.743], [2.575, 3.805, -1.330], [2.769, 4.878, 0.072], [4.132, 6.831, -2.762], [5.806, 5.869, -1.159], [5.592, 4.804, -2.555], [4.742, 4.465, -1.049]], "forces_ev_per_angstrom": [[0.05, -0.01, 0.07], [0.17, -1.04, 0.30], [-0.11, -0.50, 0.08], [0.52, 0.36, -0.15], [-0.64, 0.38, -0.20], [0.02, -0.21, 0.00], [0.08, 0.14, 0.02], [0.02, -0.25, 0.12], [-0.03, -0.17, -0.38], [-0.30, 0.00, 0.54], [0.24, -0.18, -0.54], [-0.04, 0.18, 0.15], [0.18, -0.01, -0.16], [-0.34, -0.25, 0.17], [0.21, 0.18, 0.21], [0.06, -0.05, -0.33], [-0.54, 0.79, -0.74], [0.63, -0.72, 0.82], [-0.11, 1.37, -0.28], [0.02, 0.04, -0.14], [-0.02, 0.02, 0.01], [-0.16, -0.15, 0.02], [0.22, -0.17, -0.01], [0.05, -0.07, -0.03], [-0.01, 0.13, 0.16], [0.00, 0.02, -0.02], [-0.01, 0.01, -0.01], [0.01, -0.04, 0.04], [0.02, 0.30, 0.02], [-0.11, 0.06, -0.06], [-0.10, -0.09, 0.05], [0.04, 0.10, -0.09], [0.16, 0.06, -0.09], [0.14, -0.13, 0.01], [0.06, 0.09, 0.01], [-0.12, 0.17, 0.22], [-0.08, -0.05, 0.10], [-0.10, -0.09, -0.13], [-0.12, -0.07, 0.00], [-0.01, 0.04, 0.10], [-0.01, -0.02, 0.05], [0.00, 0.00, -0.04], [-0.11, -0.03, 0.00], [0.05, -0.04, 0.02], [0.02, -0.01, 0.00], [0.05, 0.04, -0.04], [0.00, 0.02, -0.01], [-0.01, 0.01, 0.02], [0.00, -0.01, 0.03], [-0.01, 0.00, -0.01], [-0.03, -0.01, 0.01], [-0.02, -0.03, 0.02], [0.00, 0.00, 0.01], [0.02, -0.02, -0.03], [-0.02, 0.04, 0.00], [0.09, -0.08, 0.06], [0.01, 0.01, 0.00], [0.02, 0.04, -0.06], [0.01, 0.01, -0.02], [-0.03, 0.01, 0.01], [0.00, 0.01, 0.03], [0.00, -0.01, -0.01], [-0.02, -0.02, 0.02], [0.00, -0.02, 0.03], [-0.01, 0.01, 0.00], [-0.03, -0.04, 0.02], [0.01, -0.02, -0.02], [0.02, -0.01, -0.01], [0.05, 0.06, 0.04], [0.01, -0.11, 0.17], [0.00, 0.00, 0.02], [0.03, 0.01, -0.02], [0.00, 0.03, -0.01], [-0.04, 0.01, 0.01], [0.00, 0.03, -0.08], [-0.03, 0.02, -0.06], [-0.02, -0.01, 0.00], [-0.03, 0.01, -0.02], [0.01, 0.00, 0.00], [0.07, -0.04, 0.04], [-0.01, -0.01, 0.01], [-0.03, -0.06, -0.02], [-0.01, -0.02, -0.01], [0.03, 0.00, 0.01], [0.01, 0.01, 0.03], [0.00, 0.00, 0.00], [0.02, 0.02, 0.00], [0.01, 0.03, 0.01], [0.01, 0.00, 0.00], [0.04, -0.01, 0.03], [-0.03, 0.02, 0.00], [0.01, 0.03, 0.00], [-0.03, -0.02, 0.04], [0.19, 0.03, -0.06], [0.02, -0.01, 0.00], [-0.02, -0.01, -0.01], [-0.02, 0.02, -0.03], [0.00, -0.01, 0.01], [-0.04, 0.00, 0.02], [-0.09, -0.01, -0.02], [-0.02, -0.05, 0.01], [-0.05, 0.10, -0.14], [-0.03, -0.02, 0.01], [0.00, 0.01, 0.01], [0.01, 0.02, 0.02], [0.01, 0.06, -0.06], [0.00, 0.02, -0.02], [0.02, -0.05, 0.11], [0.05, -0.09, -0.01], [-0.01, -0.01, -0.01], [-0.01, -0.02, 0.03], [-0.01, -0.03, 0.01], [0.01, -0.01, 0.00]], "e_homo_ha": -0.318, "smiles": "C=C[Si@@H](CCCCCCCCCC)N=C=S.CNC(C)=O.CNC(C)=O.CNC(C)=O.CNC(C)=O.CNC(C)=O.CNC(C)=O", "max_force_ha_per_bohr": 0.027, "e_lumo_ha": 0.0076, "gap_ev": 8.85}

=====

{"formula": "C8H23N6O6Zn", "method": "wB97M-V/def2-TZVPD", "species": ["Zn", "C", "C", "C", "O", "H", "H", "H", "H", "H", "H", "H", "O", "C", "C", "O", "H", "H", "H", "H", "C", "O", "N", "N", "H", "H", "H", "H", "C", "O", "N", "N", "H", "H", "H", "H", "C", "O", "N", "N", "H", "H", "H", "H"], "coordinates": [[-11.720, 13.623, -17.372], [-11.382, 9.555, -15.709], [-10.839, 10.526, -16.748], [-11.090, 9.958, -18.151], [-11.340, 11.792, -16.607], [-10.757, 8.659, -15.627], [-12.419, 9.282, -15.934], [-11.405, 9.969, -14.695], [-9.731, 10.573, -16.660], [-12.119, 10.157, -18.465], [-10.879, 8.883, -18.234], [-10.448, 10.427, -18.907], [-13.226, 14.868, -17.609], [-12.889, 16.035, -16.923], [-11.810, 15.854, -15.827], [-10.854, 14.888, -16.058], [-13.815, 16.419, -16.462], [-12.544, 16.815, -17.634], [-12.357, 15.659, -14.875], [-11.366, 16.859, -15.657], [-9.293, 13.837, -19.534], [-10.232, 14.006, -18.792], [-9.451, 13.773, -20.901], [-8.011, 13.780, -19.073], [-8.673, 13.882, -21.522], [-10.392, 13.858, -21.238], [-7.845, 13.947, -18.097], [-7.224, 13.698, -19.688], [-13.849, 12.802, -14.413], [-14.660, 13.489, -13.800], [-14.228, 11.838, -15.324], [-12.497, 12.858, -14.230], [-13.499, 11.381, -15.852], [-15.195, 11.741, -15.551], [-12.143, 13.653, -13.730], [-11.871, 12.455, -14.930], [-13.689, 12.172, -19.575], [-12.663, 12.643, -19.117], [-13.667, 11.275, -20.616], [-14.884, 12.493, -19.025], [-14.462, 11.145, -21.210], [-12.763, 10.954, -20.904], [-14.907, 13.211, -18.313], [-15.732, 12.062, -19.342]], "forces_ev_per_angstrom": [[0.01, 0.17, 0.85], [-0.07, -0.13, 0.65], [0.61, 0.40, -0.64], [0.12, -0.15, -0.62], [-0.70, 0.26, 0.35], [-0.18, -0.12, -0.29], [0.09, -0.14, -0.12], [0.10, 0.32, -0.18], [-0.02, -0.26, 0.26], [-0.02, -0.16, 0.20], [-0.13, 0.00, 0.21], [-0.05, 0.24, 0.18], [0.35, -0.47, 0.15], [-0.51, -0.10, -0.43], [-0.21, 0.30, 0.86], [-0.29, -0.23, -0.63], [0.21, 0.32, 0.22], [0.07, -0.07, -0.05], [-0.02, -0.15, -0.08], [0.09, -0.04, -0.12], [0.16, 0.63, -0.13], [0.04, -0.22, -0.32], [0.24, -0.32, 0.34], [0.23, -0.18, -0.25], [-0.10, 0.01, -0.09], [-0.03, 0.08, -0.01], [-0.23, 0.00, 0.07], [-0.02, -0.03, 0.02], [0.19, -0.05, -0.04], [-0.04, -0.12, -0.02], [0.36, 0.00, 0.34], [-0.10, -0.18, 0.27], [-0.10, 0.12, -0.26], [-0.05, 0.10, -0.06], [-0.14, 0.18, -0.12], [-0.11, 0.07, -0.18], [0.22, 0.64, 0.93], [0.50, -0.64, -0.87], [-0.36, -0.04, 0.09], [-0.49, -0.35, -0.49], [0.02, -0.09, -0.04], [0.03, 0.11, -0.10], [0.36, 0.23, 0.04], [-0.05, 0.04, 0.09]], "e_homo_ha": -0.124, "e_above_lowest_kcal_mol": 0.0, "max_force_ha_per_bohr": 0.023, "e_lumo_ha": 0.0876, "gap_ev": 5.75, "charge": -1}